(1)
{
  "formula": "C30H47ClP2Sc",
  "method": "ωB97M-V/def2-TZVPD",
  "homo_energy_ev": -8.8,
  "de_lowest_kcal_mol": 0.0,
  "gap_ha": 0.196,
  "total_charge": 1,
  "e_lumo_ev": -3.4494,
  "symbols": ["Sc", "C", "C", "C", "C", "C", "C", "H", "H", "H", "C", "H", "H", "H", "C", "H", "H", "H", "C", "H", "H", "H", "C", "H", "H", "H", "C", "C", "C", "C", "C", "C", "C", "C", "H", "H", "H", "H", "H", "H", "H", "H", "H", "H", "H", "H", "P", "C", "C", "P", "C", "C", "C", "H", "H", "H", "H", "H", "H", "H", "H", "H", "H", "H", "H", "H", "H", "Cl", "C", "C", "C", "C", "C", "C", "C", "H", "H", "H", "H", "H", "H"],
  "coordinates": [[-0.073472, 0.135900, -0.931086], [-0.963611, -1.729298, 0.496385], [0.349614, -2.064087, 0.006826], [0.569959, -0.494964, 1.697898], [-0.811667, -0.763863, 1.536782], [1.291995, -1.255551, 0.728050], [-2.241342, -2.406765, 0.153923], [-2.249636, -2.809191, -0.862557], [-3.080087, -1.708921, 0.241667], [-2.458743, -3.246179, 0.831372], [-1.909733, -0.258919, 2.403367], [-2.829153, -0.846641, 2.271619], [-2.143625, 0.784385, 2.155239], [-1.630537, -0.290081, 3.467766], [1.163690, 0.307182, 2.798381], [0.733784, 0.042064, 3.778160], [0.987362, 1.377001, 2.642981], [2.247921, 0.157380, 2.852463], [2.771949, -1.326825, 0.638991], [3.188948, -2.099259, 1.303401], [3.229713, -0.372791, 0.926788], [3.097563, -1.565722, -0.377353], [0.720100, -3.179710, -0.901024], [1.012690, -4.069128, -0.321352], [1.580341, -2.915955, -1.532170], [-0.113494, -3.479554, -1.541774], [-1.404548, 1.685327, -5.270850], [-1.755047, 0.377885, -5.334015], [-1.189608, -0.584105, -6.336023], [0.321901, -0.435196, -6.593262], [1.072084, 0.047758, -5.397767], [1.500901, 1.328493, -5.243097], [0.898537, 2.517605, -5.920160], [-0.584835, 2.369765, -6.316725], [-1.721912, -0.493908, -7.302276], [0.489986, 0.195851, -7.484874], [-1.396650, -1.615182, -6.019540], [-0.675164, 1.903130, -7.305795], [-1.936723, 2.376994, -4.597935], [-2.720513, 0.032075, -4.943160], [-0.989682, 3.389344, -6.464528], [1.003540, 3.406527, -5.275033], [2.523880, 1.540129, -4.902531], [1.467621, 2.784427, -6.828772], [0.708581, -1.431316, -6.875721], [1.534290, -0.762054, -4.812412], [-1.919214, 0.588770, -2.458145], [-3.485042, 1.320775, -2.837822], [-1.632208, -1.131110, -2.963504], [1.742024, 1.377477, -2.129085], [-0.225770, 1.357225, -2.900499], [2.717518, -0.017484, -2.727019], [2.457584, 2.947226, -2.527692], [-3.503356, 2.354295, -2.465175], [-4.243816, 0.733828, -2.292438], [-3.678919, 1.294736, -3.909776], [-1.123401, -1.179037, -3.929791], [-2.623757, -1.589628, -3.076845], [-1.065803, -1.758600, -2.267466], [2.509443, 3.069238, -3.607682], [3.459788, 2.933105, -2.079755], [1.867805, 3.747687, -2.073864], [-0.359537, 2.422830, -3.122862], [-0.006580, 0.785296, -3.797751], [3.521205, -0.179899, -1.998697], [3.160324, 0.222529, -3.693397], [2.156189, -0.955485, -2.814670], [-0.676497, 4.916306, -1.084731], [-0.869515, 4.712123, 0.614706], [-1.160552, 5.802983, 1.419147], [-1.310547, 5.625336, 2.811976], [-1.220011, 4.341532, 3.361723], [-0.929724, 3.248053, 2.557942], [-0.707797, 3.387263, 1.157280], [-0.358358, 2.270572, 0.322472], [-1.244091, 6.789642, 0.970251], [-1.534222, 6.487625, 3.431391], [-1.360322, 4.207895, 4.441251], [-0.862431, 2.249163, 3.001155], [-1.046585, 2.060443, -0.524478], [0.732808, 2.132030, 0.155980]],
  "atomic_forces_ev_per_a": [[-0.168, 0.680, 6.260], [0.873, 0.349, 0.062], [-0.164, 0.983, 0.010], [-0.259, -0.716, -0.705], [0.503, -0.734, -0.567], [-1.072, 0.226, 0.134], [-0.568, -0.258, -0.011], [-0.013, -0.047, 0.130], [0.035, -0.125, -0.079], [0.114, 0.152, -0.139], [-0.380, 0.322, 0.026], [0.288, 0.147, 0.122], [-0.016, -0.167, 0.078], [-0.057, -0.035, -0.300], [0.276, 0.458, 0.060], [0.099, 0.014, -0.353], [0.066, -0.105, 0.060], [-0.216, 0.009, 0.081], [0.574, -0.066, 0.018], [-0.110, 0.142, -0.161], [-0.026, -0.185, -0.097], [0.068, -0.062, 0.137], [0.230, -0.536, -0.083], [-0.055, 0.124, -0.214], [-0.168, -0.175, 0.022], [0.114, -0.070, -0.035], [-2.083, -0.868, -1.166], [-1.183, 1.629, -1.834], [-0.106, -0.453, -0.598], [-0.982, -0.303, -0.513], [2.275, 0.716, -0.646], [0.794, -1.178, -1.844], [-0.089, 0.430, -0.597], [0.651, 0.688, -0.076], [0.055, 0.063, 0.370], [0.068, -0.142, 0.638], [-0.013, 0.190, 0.081], [-0.051, -0.150, 0.435], [0.192, -0.502, -0.334], [0.716, 0.169, 0.391], [0.120, -0.452, 0.179], [0.014, -0.301, 0.004], [-0.789, -0.255, 0.839], [-0.002, -0.131, 0.281], [-0.018, 0.449, 0.216], [0.011, 0.527, -0.330], [1.822, -0.495, 2.806], [-0.622, 0.407, -0.727], [-0.289, -0.245, -1.237], [-2.164, -1.109, 1.981], [0.762, 0.073, -1.169], [0.670, 0.214, -1.127], [0.161, 0.342, -0.467], [0.035, -0.302, -0.043], [0.365, 0.209, -0.155], [-0.358, 0.237, 0.162], [-0.120, -0.214, 0.223], [0.242, -0.105, 0.075], [-0.066, 0.297, 0.344], [0.249, 0.312, 0.119], [-0.136, 0.088, -0.152], [0.015, -0.144, 0.040], [0.112, -0.337, 0.079], [-0.107, 0.820, 0.331], [-0.224, 0.159, -0.012], [0.222, -0.468, 0.032], [-0.032, 0.275, 0.186], [0.027, 0.318, -0.614], [0.011, -1.356, 1.562], [0.042, -0.060, 0.596], [-0.050, -0.414, -0.810], [0.037, 0.599, 0.231], [0.243, 0.136, -0.873], [-0.875, 1.612, 1.092], [0.498, -2.736, -1.506], [-0.028, -0.151, 0.129], [0.055, -0.135, -0.040], [0.032, 0.035, -0.481], [-0.024, 0.519, -0.252], [0.544, 0.957, -0.074], [-0.598, 0.206, -0.201]]
}

=====

(2)
{
  "formula": "C2H2N2O2S",
  "method": "ωB97M-V/def2-TZVPD",
  "homo_energy_ev": -9.1,
  "de_lowest_kcal_mol": 62.3,
  "gap_ha": 0.314,
  "total_charge": 0,
  "smiles": "Oc1n[nH]oc1=S",
  "e_lumo_ev": -0.5057,
  "symbols": ["C", "C", "H", "H", "N", "N", "O", "O", "S"],
  "coordinates": [[-0.592944, 0.780082, -0.058102], [0.405208, -0.328470, -0.046045], [-1.108161, 2.463213, -0.255703], [-1.903381, -1.429306, 0.919943], [-1.765836, 0.269101, 0.040785], [-1.663741, -1.070369, -0.084170], [-0.264844, 2.028327, 0.042830], [-0.240467, -1.533624, -0.063552], [2.011718, -0.130771, 0.026882]],
  "atomic_forces_ev_per_a": [[0.004, -3.512, 0.920], [1.352, -0.365, -0.176], [1.148, 0.324, 0.616], [-0.161, 0.401, -2.348], [0.885, 1.179, -0.494], [-1.387, -3.113, 2.776], [-1.297, 1.755, -1.059], [-0.339, 3.503, -0.168], [-0.206, -0.171, -0.067]]
}